{
  "formula": "C69H164N8O32",
  "method": "ωB97M-V/def2-TZVPD",
  "lumo_energy_ev": 0.1,
  "e_homo_ha": -0.3099,
  "multiplicity": 1,
  "homo_lumo_gap_ev": 8.5,
  "fmax_ev_per_a": 6.04,
  "symbols": ["C", "C", "O", "C", "O", "O", "C", "H", "H", "H", "H", "H", "H", "H", "H", "C", "C", "O", "C", "O", "O", "C", "H", "H", "H", "H", "H", "H", "H", "H", "C", "C", "O", "C", "O", "O", "C", "H", "H", "H", "H", "H", "H", "H", "H", "C", "C", "O", "C", "O", "O", "C", "H", "H", "H", "H", "H", "H", "H", "H", "C", "C", "O", "C", "O", "O", "C", "H", "H", "H", "H", "H", "H", "H", "H", "C", "O", "C", "C", "N", "C", "C", "O", "C", "H", "H", "H", "H", "H", "H", "H", "H", "H", "H", "H", "H", "H", "H", "H", "C", "O", "C", "C", "N", "C", "C", "O", "C", "H", "H", "H", "H", "H", "H", "H", "H", "H", "H", "H", "H", "H", "H", "H", "C", "O", "C", "C", "N", "C", "C", "O", "C", "H", "H", "H", "H", "H", "H", "H", "H", "H", "H", "H", "H", "H", "H", "H", "C", "O", "C", "C", "N", "C", "C", "O", "C", "H", "H", "H", "H", "H", "H", "H", "H", "H", "H", "H", "H", "H", "H", "H", "C", "O", "C", "C", "N", "C", "C", "O", "C", "H", "H", "H", "H", "H", "H", "H", "H", "H", "H", "H", "H", "H", "H", "H", "C", "O", "C", "C", "N", "C", "C", "O", "C", "H", "H", "H", "H", "H", "H", "H", "H", "H", "H", "H", "H", "H", "H", "H", "C", "O", "C", "C", "N", "C", "C", "O", "C", "H", "H", "H", "H", "H", "H", "H", "H", "H", "H", "H", "H", "H", "H", "H", "C", "O", "C", "C", "N", "C", "C", "O", "C", "H", "H", "H", "H", "H", "H", "H", "H", "H", "H", "H", "H", "H", "H", "H", "C", "O", "H", "H", "H", "H"],
  "xyz": [[0.65776, -4.65606, -11.52254], [-0.84106, -5.02273, -11.76874], [-1.00853, -6.44718, -11.75050], [-1.03023, -7.16474, -10.65904], [-1.01410, -6.69765, -9.57176], [-1.05288, -8.36202, -11.00958], [-1.27393, -9.42752, -10.06882], [1.28086, -4.77787, -12.40855], [1.22520, -5.38456, -10.94340], [0.92525, -3.78499, -10.92440], [-1.07542, -4.63998, -12.76205], [-1.51078, -4.63217, -11.00256], [-2.27057, -9.39202, -9.62888], [-0.51641, -9.38027, -9.28651], [-1.13765, -10.42916, -10.47656], [-0.16125, -6.26482, 11.70947], [0.23844, -4.79858, 11.53157], [-0.16206, -4.55299, 10.19919], [-0.74166, -3.35309, 9.94623], [-1.05918, -2.51929, 10.75849], [-0.78984, -3.22105, 8.60700], [-1.31566, -2.08879, 8.01136], [0.08474, -6.63123, 12.70613], [0.24368, -6.90076, 10.92225], [-1.23943, -6.32538, 11.56128], [1.28151, -4.49855, 11.63198], [-0.21554, -4.26740, 12.36815], [-2.18706, -1.68128, 8.52390], [-1.66149, -2.16431, 6.98043], [-0.58025, -1.30039, 8.17159], [2.24073, -11.47882, -4.39504], [2.87515, -10.11790, -4.00217], [4.12072, -10.46423, -3.39463], [4.28341, -10.34747, -2.07984], [3.37487, -10.00805, -1.28449], [5.54876, -10.25978, -1.91127], [6.07616, -10.02115, -0.59741], [2.45915, -12.32692, -3.74610], [2.63146, -11.74954, -5.37593], [1.15867, -11.47419, -4.52626], [2.21086, -9.57482, -3.32994], [3.12266, -9.50408, -4.86823], [6.36134, -11.03888, -0.33094], [5.37657, -9.52139, 0.07259], [7.01382, -9.47352, -0.69227], [-4.32841, -5.35224, 0.16595], [-4.59771, -6.94008, 0.14825], [-3.27614, -7.56518, 0.05678], [-3.16477, -8.88666, 0.00768], [-4.14485, -9.66170, -0.16566], [-1.92588, -9.19934, -0.00500], [-1.58911, -10.53662, -0.16012], [-3.41372, -5.09914, 0.70202], [-5.17937, -4.74391, 0.47238], [-4.00613, -5.09000, -0.84175], [-5.09755, -7.22037, -0.77895], [-5.20060, -7.23354, 1.00761], [-1.30475, -10.62051, -1.20903], [-2.31424, -11.30204, 0.11631], [-0.61787, -10.77023, 0.27600], [-11.08491, -6.24089, -5.01867], [-10.24072, -4.81479, -5.00858], [-8.85585, -5.18266, -4.93982], [-8.16951, -5.61562, -6.00364], [-8.52294, -5.52497, -7.14995], [-6.92974, -6.00782, -5.59527], [-5.99681, -6.50485, -6.52395], [-12.15765, -6.12005, -4.86794], [-10.78771, -6.60596, -4.03556], [-10.76065, -7.01135, -5.71821], [-10.46922, -4.17959, -4.15276], [-10.26303, -4.32267, -5.98090], [-5.41713, -7.35162, -6.15646], [-5.27324, -5.74077, -6.80807], [-6.36757, -6.90134, -7.46916], [-4.77129, 8.86054, -3.71041], [-5.54818, 7.72039, -3.99824], [-6.08769, 7.08810, -2.79465], [-6.93712, 5.84124, -3.02608], [-7.50160, 5.28318, -1.80429], [-8.20398, 4.09792, -2.10035], [-8.53314, 3.45605, -0.77841], [-7.49871, 3.03415, -0.01118], [-6.74597, 1.87674, -0.43607], [-4.45077, 9.24489, -4.67873], [-3.92501, 8.60710, -3.07191], [-5.41731, 9.60868, -3.25099], [-6.68866, 7.90667, -2.39858], [-5.25631, 6.91059, -2.11247], [-6.21636, 5.10927, -3.39055], [-7.48325, 6.23653, -3.88258], [-6.81845, 5.08678, -1.08675], [-7.62480, 3.40672, -2.71263], [-9.12098, 4.42188, -2.59256], [-9.23129, 2.62853, -0.90449], [-9.07315, 4.11875, -0.10216], [-6.20198, 2.08900, -1.35647], [-7.42551, 1.06329, -0.69030], [-6.07106, 1.46519, 0.31442], [-4.12517, 8.12929, 2.97904], [-4.96042, 7.05113, 3.03021], [-6.15315, 7.39838, 3.67848], [-7.08407, 6.21591, 4.02014], [-6.35218, 5.43479, 4.99898], [-6.89960, 4.13639, 5.35050], [-8.18176, 4.08395, 6.19225], [-8.50140, 2.73683, 6.61779], [-9.72413, 2.55201, 7.38221], [-4.23751, 9.00964, 2.34621], [-3.18102, 7.66886, 2.68806], [-3.83057, 8.29015, 4.01607], [-6.66614, 8.01004, 2.93631], [-6.03252, 8.04507, 4.54758], [-7.34022, 5.64445, 3.12800], [-8.09445, 6.47681, 4.33503], [-5.51911, 5.14311, 4.50804], [-6.07465, 3.65135, 5.87231], [-7.15391, 3.44154, 4.55012], [-9.01709, 4.39743, 5.56612], [-8.15846, 4.74278, 7.06029], [-10.68590, 2.67734, 6.88481], [-9.79423, 3.30910, 8.16323], [-9.68501, 1.58798, 7.88936], [7.11032, -3.18058, -3.33938], [6.98023, -2.52491, -2.12202], [6.72891, -3.29207, -0.93615], [8.06732, -4.04460, -0.66244], [8.56898, -4.17720, 0.69551], [8.82311, -2.89822, 1.40393], [10.02839, -2.11661, 0.86261], [9.86728, -0.84906, 1.53503], [10.89474, 0.14226, 1.49010], [6.26016, -3.84937, -3.47370], [7.87042, -3.96174, -3.35103], [7.26546, -2.43857, -4.12262], [5.89131, -3.95492, -1.15332], [6.43368, -2.62898, -0.12298], [8.86215, -3.72452, -1.33617], [7.82203, -5.04706, -1.01315], [9.42000, -4.72092, 0.71062], [9.07485, -3.14970, 2.43421], [7.93942, -2.26981, 1.51474], [9.98041, -1.96759, -0.21609], [11.00244, -2.60572, 0.87220], [10.67413, 0.93705, 2.20265], [10.89458, 0.54841, 0.47860], [11.88818, -0.27605, 1.65194], [-0.44280, 2.44093, 2.43013], [-1.11955, 1.15356, 2.41823], [-1.42810, 0.43057, 1.15559], [-0.20473, 0.10670, 0.43844], [-0.39527, -0.54849, -0.91146], [0.85526, -0.78876, -1.64045], [0.62656, -1.71492, -2.84164], [0.09532, -2.97476, -2.49613], [-0.07615, -4.01754, -3.37529], [0.60978, 2.44202, 2.14697], [-0.46643, 2.78859, 3.46293], [-0.91963, 3.32942, 2.01623], [-2.06337, 1.06309, 0.53555], [-1.97823, -0.47154, 1.42326], [0.45595, -0.53906, 1.01688], [0.44558, 0.98104, 0.41144], [-0.87940, -1.43255, -0.84697], [1.57777, -1.27194, -0.98271], [1.18044, 0.22603, -1.86970], [1.59561, -1.89509, -3.30704], [0.14459, -1.24876, -3.70100], [-0.74823, -3.63466, -4.14330], [-0.61497, -4.83384, -2.89420], [0.87265, -4.38670, -3.76461], [-4.98447, -0.04764, -7.26645], [-3.74371, 0.60242, -6.94409], [-3.44476, 0.54789, -5.54540], [-2.65044, 1.79761, -5.18044], [-2.76797, 2.11522, -3.77591], [-2.30128, 3.49363, -3.39910], [-0.80091, 3.74036, -3.70471], [-0.67574, 3.92517, -5.16038], [0.71507, 3.97236, -5.64118], [-5.86269, 0.12012, -6.64301], [-4.84809, -1.12904, -7.25673], [-5.24299, 0.23856, -8.28594], [-2.93229, -0.34843, -5.19600], [-4.31267, 0.52699, -4.88631], [-2.93424, 2.68333, -5.74884], [-1.63728, 1.69137, -5.56817], [-2.14657, 1.45615, -3.32915], [-2.59274, 3.60812, -2.35504], [-2.97275, 4.24053, -3.82261], [-0.23483, 2.84416, -3.45079], [-0.52018, 4.57033, -3.05629], [1.15188, 2.97421, -5.67272], [1.40690, 4.68597, -5.19371], [0.63557, 4.17905, -6.70845], [1.70001, -5.22465, 2.13030], [1.83446, -4.21646, 3.07540], [2.91894, -4.30223, 3.98121], [3.20621, -2.89333, 4.51968], [4.53152, -2.85520, 5.30165], [4.56955, -3.35719, 6.67222], [3.83706, -2.55754, 7.70749], [4.28133, -2.73665, 9.06781], [3.93014, -1.66544, 9.89804], [0.74101, -4.93398, 1.70143], [1.58218, -6.21519, 2.56966], [2.38014, -5.27045, 1.27976], [3.79856, -4.64026, 3.43339], [2.60189, -4.96645, 4.78519], [2.41239, -2.56003, 5.18816], [3.39594, -2.13083, 3.76424], [5.11316, -3.56527, 4.88023], [5.60411, -3.44852, 7.00302], [4.28941, -4.41051, 6.65997], [2.76048, -2.69821, 7.61120], [4.02040, -1.53037, 7.39219], [4.31727, -0.70885, 9.54707], [4.23672, -1.87935, 10.92192], [2.84128, -1.65314, 9.84976], [6.55547, 2.88524, 2.96252], [5.79879, 3.52207, 1.88232], [5.99974, 3.12617, 0.60065], [7.37450, 3.42834, 0.07677], [7.49007, 4.87634, -0.05767], [8.88443, 5.32748, -0.33877], [9.30850, 6.55133, 0.43970], [9.33556, 6.13667, 1.76430], [9.03059, 7.08280, 2.83547], [6.03724, 2.53320, 3.85449], [7.26589, 3.60751, 3.36469], [7.20719, 2.07062, 2.64669], [5.22095, 3.58932, -0.00521], [5.80319, 2.05497, 0.64541], [7.56749, 3.10012, -0.94458], [8.10761, 3.08536, 0.80684], [7.30111, 5.29215, 0.84316], [8.89106, 5.63044, -1.38581], [9.74350, 4.68476, -0.14642], [8.64492, 7.38586, 0.21320], [10.32842, 6.71839, 0.09334], [8.99281, 6.53736, 3.77842], [8.22584, 7.81785, 2.82159], [9.95427, 7.63836, 2.99758], [1.46605, 12.99144, -3.79536], [1.28337, 11.85683, -3.11494], [0.77564, 11.90106, -1.70505], [1.07183, 10.50574, -1.05119], [2.44679, 10.16021, -1.00325], [2.74130, 8.72742, -0.75020], [2.34401, 8.13036, 0.66805], [2.66453, 9.04143, 1.65351], [2.10337, 8.62611, 2.85802], [1.89064, 13.80979, -3.21388], [0.49890, 13.33138, -4.16572], [2.05772, 12.95115, -4.70991], [1.26212, 12.68032, -1.11837], [-0.28281, 12.13456, -1.58993], [0.81592, 10.45518, 0.00714], [0.49401, 9.77953, -1.62289], [2.82818, 10.41855, -1.90208], [2.34451, 8.23492, -1.63795], [3.82643, 8.70417, -0.85047], [1.32189, 7.80748, 0.47026], [2.99240, 7.25496, 0.70499], [1.01382, 8.65399, 2.84370], [2.37791, 9.34598, 3.62907], [2.44580, 7.65280, 3.20945], [0.78294, 2.59231, 9.86974], [1.04726, 3.86781, 10.41899], [0.51180, 1.80725, 10.57563], [0.08920, 2.63588, 9.03014], [1.61835, 1.99686, 9.50147], [1.21412, 3.51931, 11.29780]],
  "forces_ev_per_a": [[0.68, -1.13, 0.47], [1.53, 0.11, 1.35], [0.02, 0.88, -3.08], [0.20, 3.54, 0.37], [-0.09, 0.52, 2.69], [-0.43, -5.85, -1.44], [0.48, 0.15, 1.02], [-0.43, 0.87, -0.55], [-0.81, -0.71, 0.60], [-0.64, 0.57, -0.64], [-0.50, -0.50, 0.14], [0.16, 0.36, -0.12], [0.06, 0.33, -0.07], [-0.18, 0.35, 0.21], [-0.05, 0.51, -0.95], [0.39, 0.11, 0.04], [0.08, -1.27, 1.03], [-0.98, 1.95, -0.58], [0.70, 0.42, -0.27], [-0.03, -0.53, -0.50], [0.00, -2.22, 0.21], [-0.69, 2.57, 0.93], [0.07, -0.14, -0.11], [0.38, 0.00, 0.21], [-0.09, 0.13, 0.26], [0.33, -0.68, -0.23], [-0.79, 0.63, -0.74], [-0.21, -0.39, 0.43], [0.79, -0.80, 0.00], [0.11, 0.24, -0.70], [-0.18, 0.30, -1.12], [-0.88, -1.74, 0.45], [0.06, -0.16, -0.36], [-4.10, 3.53, 0.57], [2.25, -1.74, -1.45], [2.25, 0.12, 0.81], [0.44, -1.10, -0.20], [0.23, 0.46, 0.39], [0.10, -0.18, -0.04], [-0.08, 0.40, 0.14], [0.37, 0.07, 0.18], [-0.06, -0.13, 0.06], [-0.10, 0.22, 1.05], [-0.02, -0.28, -0.19], [-0.30, 0.23, -0.28], [0.68, -1.84, -0.85], [0.70, 1.70, -0.63], [-0.25, 0.78, 1.04], [-5.34, -1.10, -1.54], [2.73, 1.87, 0.91], [1.61, 0.39, 1.22], [1.56, -1.71, -1.48], [-0.33, -0.24, 0.74], [0.07, -0.28, 0.02], [-0.51, 0.15, -0.26], [-0.31, 0.08, 0.24], [0.47, -0.41, 0.04], [-0.57, -0.48, -0.35], [-0.25, 0.59, 0.05], [-0.22, 0.50, 0.82], [1.28, 2.10, 2.02], [-0.42, -2.78, -2.44], [1.27, -0.69, 1.37], [0.48, 1.03, -0.40], [-0.14, -0.49, 0.17], [-1.22, -0.18, 0.61], [0.96, -0.33, -1.43], [-0.02, 0.15, -0.80], [0.12, -0.41, 0.12], [-0.20, 0.63, -0.43], [0.09, -0.23, -0.21], [-0.94, 0.41, 0.20], [-0.27, 0.18, 0.88], [-0.11, 0.26, 0.22], [-0.87, 0.37, 0.11], [-0.71, -0.37, -0.36], [-0.41, -1.80, 0.14], [0.56, 1.83, 0.18], [2.98, 0.91, -0.18], [-0.12, 2.07, -0.78], [-0.73, -0.25, 0.82], [-2.42, -0.64, -0.21], [3.24, -1.18, 1.53], [-0.97, 0.31, -0.83], [0.23, -0.01, 0.15], [0.16, 0.16, 0.08], [0.16, 0.29, 0.33], [-0.38, -0.24, 0.73], [0.15, -0.14, 0.22], [-0.01, -0.29, -0.76], [-1.48, -0.99, 0.35], [0.49, 0.29, -0.20], [-0.04, -0.26, -0.44], [-0.18, -0.61, -0.26], [-0.23, -0.40, -0.47], [-0.06, 0.57, -0.38], [0.31, 0.10, 0.05], [-0.35, -0.11, 0.01], [-0.12, 0.75, 0.29], [3.57, -0.88, 1.05], [-1.58, -1.34, -0.03], [-2.53, 0.55, -0.99], [0.84, -0.02, -0.46], [-0.63, -0.75, -0.08], [-0.44, -1.39, 1.07], [-0.92, -0.09, 0.41], [-0.30, -0.12, 0.02], [1.00, 1.05, 0.28], [-1.06, -0.04, 0.10], [0.28, 0.19, -0.78], [-0.36, 1.41, 0.27], [-0.57, 0.36, 0.05], [0.53, -0.24, 0.32], [0.47, -0.28, -0.56], [0.31, 0.75, 0.65], [0.56, 0.49, 0.10], [-0.22, -0.22, 0.39], [0.25, 0.20, -0.87], [-0.14, 0.38, -0.16], [0.21, 0.12, 0.18], [0.23, -0.26, -0.92], [0.34, 0.16, 0.32], [0.17, -0.03, -0.38], [-0.37, -1.43, 0.48], [-0.32, 1.55, 0.99], [1.61, 0.20, -0.96], [-0.47, -1.34, -0.14], [-0.91, 1.17, 0.83], [1.18, -1.32, -0.01], [-1.12, 1.63, -0.59], [0.74, -0.29, 0.60], [-0.33, -0.83, -1.09], [-0.86, 0.43, -0.63], [1.00, 0.40, 0.02], [-0.18, -0.26, 0.07], [0.02, -0.37, 0.23], [0.13, 0.23, -0.26], [-0.25, 0.68, -0.27], [0.39, -0.42, 0.12], [-0.08, -0.14, -0.10], [-0.02, -0.13, 0.12], [0.08, 0.01, -0.61], [-0.69, 0.33, -0.40], [0.28, -0.11, 1.36], [-0.09, -0.26, 0.03], [0.15, 0.40, -0.11], [0.07, -0.09, 0.34], [-0.38, -0.30, 0.76], [0.01, 0.17, -0.81], [-0.65, 1.76, 1.38], [2.41, -1.67, -1.62], [-0.36, 1.03, 0.52], [-1.38, -0.31, 0.73], [1.36, -0.23, -1.41], [-0.27, 1.19, 3.06], [-0.48, 0.45, -1.05], [-0.03, -0.40, -0.31], [0.18, -0.71, 0.41], [-0.58, -0.50, -1.18], [-0.19, 0.05, -0.05], [-0.06, 0.20, 0.36], [-0.20, -0.50, 0.59], [-0.27, 0.42, -0.94], [-0.14, -0.06, 0.47], [0.42, -0.06, 0.07], [0.59, -0.32, -0.72], [0.69, -0.04, 0.21], [-1.07, 0.23, 0.26], [0.15, -0.43, -0.79], [0.21, 0.11, 0.33], [0.07, -0.04, -0.31], [0.75, -0.49, -0.67], [-1.19, -0.51, 0.99], [-0.27, 0.92, 0.33], [0.14, 0.44, -1.13], [0.53, 0.74, 0.32], [-0.22, -1.47, -0.38], [-1.48, -0.28, -1.05], [1.75, 0.83, 1.43], [-1.48, -0.69, -0.70], [0.31, 0.70, 0.49], [0.12, -0.25, -0.06], [0.10, 0.07, 0.04], [0.53, -0.39, -0.65], [-0.69, 0.34, -0.42], [-0.82, -0.20, -0.13], [0.49, -0.30, 0.37], [-0.03, -0.05, 0.76], [0.82, -0.16, 0.41], [0.29, -0.01, -0.82], [0.15, -0.04, 0.29], [0.66, 0.42, -0.52], [0.10, -0.23, 0.71], [-0.42, 0.09, 0.43], [-0.17, 0.49, 0.06], [-1.64, -0.08, -0.41], [0.64, 0.87, 0.33], [-0.50, 0.98, -0.54], [1.72, -0.24, 1.49], [-0.76, -0.02, -0.24], [0.24, -1.61, 0.65], [-0.17, 1.10, 0.21], [0.82, -0.82, -1.45], [-1.01, -0.38, -0.32], [-0.15, -0.55, -0.36], [0.17, -0.18, 0.14], [0.73, 0.30, 0.30], [0.25, -0.37, 0.19], [0.52, -0.26, 0.19], [-0.07, 0.07, -0.15], [-0.56, -0.38, -0.35], [0.32, 0.34, -0.80], [0.30, 0.55, -0.19], [-0.65, -0.31, 0.42], [-0.29, -0.19, 0.35], [0.02, 0.47, 0.21], [0.19, 0.10, 0.02], [0.16, -0.01, -0.17], [-0.35, 0.64, 0.48], [0.97, 0.71, -0.77], [-0.11, 1.02, 4.07], [-0.08, -2.09, -1.11], [0.09, 1.30, -0.29], [1.55, 0.87, 0.53], [-0.78, 0.71, -0.94], [-0.29, -0.42, -0.72], [-1.48, 0.77, 2.36], [2.26, -0.43, 0.16], [-1.06, 0.10, -0.59], [0.01, 0.38, -0.13], [-0.32, -0.27, -0.52], [0.09, 0.13, -0.07], [0.17, -0.52, -0.92], [-0.08, -0.92, 0.25], [0.31, -0.57, -0.21], [-0.39, -0.10, 0.35], [0.39, -0.24, -0.27], [-0.53, -1.10, -0.05], [0.03, 0.30, 0.35], [0.13, 0.75, -0.03], [-0.54, -0.49, -0.31], [-0.44, -0.49, -0.96], [0.08, 0.57, -0.19], [-0.91, 3.03, -1.02], [-0.33, -3.18, 3.20], [1.26, -0.75, -0.27], [-0.67, 0.69, -0.18], [1.12, 0.27, 0.01], [0.71, 1.60, -0.02], [1.12, 0.33, -4.06], [-0.62, -0.09, 0.05], [-0.17, 0.69, 1.41], [0.15, 0.12, 0.33], [-0.36, 0.54, -0.08], [0.40, -0.94, 0.20], [0.58, 0.15, -0.32], [-0.26, -0.22, -0.75], [-1.09, 0.45, -0.05], [-0.44, -0.36, -0.08], [0.46, -0.20, -0.09], [-0.37, -1.15, 0.44], [0.09, -0.30, 0.14], [-0.55, 0.19, 1.27], [-0.19, -0.44, 0.46], [-0.24, -0.27, -0.27], [0.22, 0.07, -0.06], [0.07, -0.28, -0.26], [-0.07, -1.57, -1.41], [0.09, -1.38, 0.41], [-1.20, 0.55, 0.64], [-0.23, 0.16, 0.30], [1.07, 0.91, -0.63], [0.34, 1.32, 0.68]]
}